a) The following is a quantum chemistry calculation of a molecular structure, C2H2FN3S, from OMol25.

```
! wB97M-V def2-TZVPD RIJCOSX def2/J DEFGRID3
* xyz 0 1
C 1.486 -0.825 0.419
C 0.737 0.779 -0.570
N 1.867 0.231 -0.265
N 0.206 -0.957 0.543
N -0.284 0.061 -0.073
F -3.648 1.046 0.589
S -3.081 -0.346 -0.141
H 2.211 -1.590 0.655
H 0.507 1.602 -1.156
*
```

Output
Highest occupied orbital energy (alpha / beta) = -9.84 / -9.81 eV
LUMO energy (alpha / beta) = -4.40 / -4.42 eV
Gap between HOMO and LUMO (alpha / beta) = 5.45 / 5.39 eV

Results of the Mulliken charge analysis, in e, for atoms 1 through 5: number 1, C, carries -0.061; number 2, C, carries -0.209; number 3, N, carries -0.518; number 4, N, carries -0.322; number 5, N, carries 0.032

b) The following is a quantum chemistry calculation of a molecular structure, C2H2FN3S, from OMol25.

```
! wB97M-V def2-TZVPD RIJCOSX def2/J DEFGRID3
* xyz 0 1
C 0.267 0.223 -1.000
C -0.114 -0.864 -0.019
N 1.194 0.933 -0.373
N 0.703 -0.657 1.032
N 1.464 0.389 0.808
F -0.729 -1.967 -0.367
S -1.633 0.402 0.413
H -0.256 0.406 -1.843
H -0.896 1.136 1.349
*
```

Output
Highest occupied orbital energy = -9.93 eV
LUMO energy = -1.69 eV
Gap between HOMO and LUMO = 8.24 eV

Results of the Mulliken charge analysis, in e, for atoms 1 through 5: number 1, C, carries -0.226; number 2, C, carries 0.707; number 3, N, carries -0.205; number 4, N, carries -0.286; number 5, N, carries -0.246

Tell me which of them is the most stable. Sure, it is b).

a) The following is a quantum chemistry calculation of C7H10N2O2S in the gas phase, from OMol25.

```
! wB97M-V def2-TZVPD RIJCOSX def2/J DEFGRID3
* xyz 0 1
C 0.996 0.807 -0.525
C 0.374 1.313 0.465
C -2.543 -0.726 -0.004
C -1.479 -1.322 0.380
C 1.396 0.211 -1.569
C 0.523 2.842 0.695
C -1.107 -2.696 -0.155
N -0.644 -0.769 1.388
N -0.492 0.640 1.351
O -3.066 1.714 -0.964
O -3.649 -0.823 -0.830
S -3.536 0.693 -0.018
H 0.900 0.355 -2.569
H 0.220 -1.316 1.324
H 2.438 -0.083 -1.772
H 0.699 3.111 1.691
H -0.395 3.308 0.459
H 1.436 3.095 0.218
H -0.225 -2.485 -0.814
H -2.005 -3.129 -0.659
H -0.695 -3.280 0.685
H -0.679 1.006 2.206
*
```

Output
Highest occupied orbital energy = -8.38 eV
LUMO energy = 0.64 eV
Gap between HOMO and LUMO = 9.02 eV

Results of the Mulliken charge analysis, in e, for atoms 1 through 5: number 1, C, carries 0.539; number 2, C, carries 0.473; number 3, C, carries 0.297; number 4, C, carries 0.499; number 5, C, carries -0.994

b) The following is a quantum chemistry calculation of C7H10N2O2S in the gas phase, from OMol25.

```
! wB97M-V def2-TZVPD RIJCOSX def2/J DEFGRID3
* xyz 0 1
C 2.393 -1.790 0.194
S 1.853 -0.103 -0.307
C 2.665 0.970 0.892
O 2.518 -0.026 -1.633
N 0.325 -0.302 -0.431
C -0.557 0.652 -0.221
O -0.333 1.854 -0.082
C -1.923 0.068 -0.135
C -1.966 -1.301 0.176
N -2.228 -2.325 0.578
C -2.879 0.520 -1.225
C -3.107 0.938 0.169
H 3.422 -2.010 -0.121
H 2.208 -1.998 1.329
H 1.779 -2.549 -0.213
H 2.760 2.013 0.462
H 2.115 1.199 1.768
H 3.682 0.476 1.106
H -3.477 -0.292 -1.683
H -2.535 1.291 -1.884
H -2.791 2.071 0.363
H -3.926 0.643 0.897
*
```

Output
Highest occupied orbital energy = -10.03 eV
LUMO energy = 0.35 eV
SMILES = CS(C)(=O)=NC(=O)C1(C#N)CC1
Gap between HOMO and LUMO = 10.39 eV

Results of the Mulliken charge analysis, in e, for atoms 1 through 5: number 1, C, carries -1.142; number 2, S, carries 1.096; number 3, C, carries -0.950; number 4, O, carries -0.686; number 5, N, carries -0.407

Tell me which of them is the most stable. Sure, it is b).

a) The following is a quantum chemistry calculation of a molecular structure, C4H6N4O, from OMol25.

```
! wB97M-V def2-TZVPD RIJCOSX def2/J DEFGRID3
* xyz 0 1
C -0.756 0.456 0.055
C 0.526 0.473 -0.454
C 1.946 0.748 0.135
C 0.988 -0.924 -0.243
H -2.154 1.834 -0.947
H -2.841 0.429 -0.036
H 1.912 1.008 1.463
H 2.767 1.440 -0.490
H 3.276 -0.783 -0.488
H -2.744 -1.072 0.787
N -2.113 1.246 0.146
N 2.363 -0.763 0.019
N 0.126 -1.818 0.136
N -1.050 -0.958 0.198
O -2.245 -1.316 -0.282
*
```

Output
Highest occupied orbital energy = -8.84 eV
LUMO energy = 0.00 eV
Gap between HOMO and LUMO = 8.84 eV

Results of the Mulliken charge analysis, in e, for atoms 1 through 5: number 1, C, carries 0.180; number 2, C, carries -0.101; number 3, C, carries -0.311; number 4, C, carries 0.366; number 5, H, carries 0.343

b) The following is a quantum chemistry calculation of a molecular structure, C4H6N4O, from OMol25.

```
! wB97M-V def2-TZVPD RIJCOSX def2/J DEFGRID3
* xyz 0 1
C -0.271 0.450 -0.845
C 0.397 -0.690 -0.584
C 1.417 -1.823 -0.448
C 0.458 -0.739 0.814
H -0.593 0.552 -2.871
H -1.718 1.411 -1.955
H 2.444 -1.673 -0.794
H 1.037 -2.753 -0.937
H 1.181 -2.526 1.835
H -2.097 1.622 1.139
N -0.732 1.070 -2.017
N 1.272 -1.772 1.062
N -0.112 0.304 1.440
N -0.473 1.062 0.377
O -1.493 1.941 0.491
*
```

Output
Highest occupied orbital energy = -7.75 eV
LUMO energy = 0.84 eV
Gap between HOMO and LUMO = 8.59 eV

Results of the Mulliken charge analysis, in e, for atoms 1 through 5: number 1, C, carries 0.044; number 2, C, carries 0.054; number 3, C, carries -0.291; number 4, C, carries 0.328; number 5, H, carries 0.225

Tell me which of them is the most stable. Sure, it is b).

a) The following is a quantum chemistry calculation of 2 unconnected molecules or ions with the total composition CH3NOS2, from OMol25.

```
! wB97M-V def2-TZVPD RIJCOSX def2/J DEFGRID3
* xyz 0 1
C 0.587 -1.425 -0.555
N 0.011 0.892 0.501
O 0.602 -1.278 -1.695
S -0.390 1.849 -0.783
S -1.099 0.471 1.619
H -0.127 -1.844 0.128
H 0.775 1.890 -1.253
H -0.359 -0.555 2.037
*
```

Output
Highest occupied orbital energy (alpha / beta) = -8.05 / -7.60 eV
LUMO energy (alpha / beta) = 0.48 / -0.78 eV
Gap between HOMO and LUMO (alpha / beta) = 8.53 / 6.82 eV

Results of the Mulliken charge analysis, in e, for atoms 1 through 5: number 1, C, carries 0.127; number 2, N, carries -0.237; number 3, O, carries -0.271; number 4, S, carries -0.013; number 5, S, carries -0.037

b) The following is a quantum chemistry calculation of CH3NOS2 in the gas phase, from OMol25.

```
! wB97M-V def2-TZVPD RIJCOSX def2/J DEFGRID3
* xyz 0 1
C 0.091 0.449 -0.138
N 0.478 -1.054 -0.133
O 1.831 -1.400 -0.247
S 2.799 -0.174 0.434
S 1.743 1.284 -0.444
H -0.506 0.778 -0.996
H -0.229 0.786 0.981
H 0.137 -1.399 0.830
*
```

Output
Highest occupied orbital energy = -8.62 eV
LUMO energy = 0.54 eV
SMILES = C1NOSS1
Gap between HOMO and LUMO = 9.16 eV

Results of the Mulliken charge analysis, in e, for atoms 1 through 5: number 1, C, carries -0.278; number 2, N, carries -0.313; number 3, O, carries -0.216; number 4, S, carries 0.063; number 5, S, carries -0.087

Tell me which of them is the most stable. Sure, it is b).

a) The following is a quantum chemistry calculation of a molecular structure, C35H25BrF6IrN3O3PS2Te, from OMol25.

```
! wB97M-V def2-TZVPD RIJCOSX def2/J DEFGRID3
* xyz 0 2
Ir 0.158 -1.611 -0.595
F -2.777 -3.620 4.619
C -1.765 -3.522 3.739
F -1.403 -4.774 3.411
F -0.726 -2.973 4.391
C -2.161 -2.724 2.531
C -3.446 -2.237 2.377
C -3.787 -1.513 1.241
C -2.824 -1.290 0.279
N -1.591 -1.772 0.428
C -1.229 -2.473 1.523
S 0.445 -2.889 1.376
H -4.181 -2.423 3.148
H -4.781 -1.116 1.106
H -3.023 -0.730 -0.624
O 6.348 -1.521 -1.352
C 5.004 -1.571 -1.297
C 4.294 -2.684 -0.860
C 2.925 -2.609 -0.833
N 2.209 -1.530 -1.205
C 2.911 -0.482 -1.658
Br 2.054 1.034 -2.349
C 4.294 -0.459 -1.712
H 6.726 -2.351 -1.039
H 4.789 -3.590 -0.537
H 2.348 -3.454 -0.485
H 4.808 0.414 -2.084
F -3.136 0.470 -4.181
C -1.830 0.186 -4.082
F -1.171 1.349 -3.995
F -1.453 -0.406 -5.227
C -1.556 -0.766 -2.887
O -2.293 -1.737 -2.785
O -0.557 -0.421 -2.187
N 0.611 0.032 0.474
P 0.041 1.316 1.072
C 1.090 2.766 0.709
C 2.467 2.574 0.828
C 3.348 3.609 0.565
C 2.862 4.851 0.170
C 1.497 5.051 0.052
C 0.612 4.013 0.326
C -0.037 1.377 2.896
C 0.100 0.194 3.609
C 0.020 0.199 4.997
C -0.190 1.390 5.674
C -0.314 2.581 4.967
C -0.233 2.574 3.584
C -1.641 1.819 0.564
C -2.727 1.846 1.434
C -4.008 2.091 0.955
C -4.215 2.311 -0.398
C -3.136 2.292 -1.276
C -1.860 2.044 -0.797
H 2.838 1.596 1.114
H 4.414 3.450 0.662
H 3.550 5.659 -0.043
H 1.114 6.017 -0.254
H -0.454 4.182 0.232
H 0.291 -0.724 3.064
H 0.126 -0.728 5.545
H -0.251 1.395 6.755
H -0.468 3.513 5.496
H -0.322 3.506 3.035
H -2.577 1.663 2.491
H -4.845 2.108 1.643
H -5.213 2.502 -0.771
H -3.293 2.466 -2.333
H -1.023 2.003 -1.484
Te -0.390 -3.789 -1.904
C 0.401 -3.473 -3.787
C 1.029 -2.353 -4.272
C 1.421 -2.489 -5.625
C 1.089 -3.707 -6.145
S 0.289 -4.686 -5.002
H 1.178 -1.459 -3.686
H 1.920 -1.715 -6.189
H 1.269 -4.070 -7.145
*
```

Output
Highest occupied orbital energy (alpha / beta) = -7.36 / -7.35 eV
LUMO energy (alpha / beta) = 0.16 / -1.82 eV
Gap between HOMO and LUMO (alpha / beta) = 7.52 / 5.53 eV

Results of the Mulliken charge analysis, in e, for atoms 1 through 5: number 1, Ir, carries 1.371; number 2, F, carries -0.320; number 3, C, carries 0.685; number 4, F, carries -0.253; number 5, F, carries -0.188

b) The following is a quantum chemistry calculation of a molecular structure, C35H25BrF6IrN3O3PS2Te, from OMol25.

```
! wB97M-V def2-TZVPD RIJCOSX def2/J DEFGRID3
* xyz 0 2
Ir -0.009 -0.080 1.075
F 3.579 3.630 0.314
C 4.252 2.501 0.034
F 5.248 2.832 -0.809
F 4.823 2.088 1.178
C 3.360 1.450 -0.558
C 3.614 0.898 -1.799
C 2.753 -0.059 -2.319
C 1.647 -0.435 -1.583
N 1.396 0.098 -0.387
C 2.232 1.027 0.145
S 1.585 1.504 1.674
H 4.480 1.222 -2.361
H 2.924 -0.500 -3.289
H 0.930 -1.147 -1.955
O -4.551 -4.103 -0.497
C -3.569 -3.250 -0.162
C -3.800 -1.965 0.319
C -2.718 -1.170 0.611
N -1.440 -1.571 0.467
C -1.244 -2.818 0.041
Br 0.524 -3.453 -0.066
C -2.259 -3.688 -0.299
H -5.412 -3.690 -0.366
H -4.801 -1.575 0.449
H -2.842 -0.147 0.938
H -2.043 -4.684 -0.654
F 0.571 -2.952 4.737
C -0.204 -1.874 4.661
F 0.184 -1.006 5.603
F -1.463 -2.241 4.928
C -0.118 -1.217 3.276
O -0.975 -0.342 2.973
O 0.787 -1.545 2.478
N -1.218 1.196 0.074
P -1.365 2.744 0.250
C -0.988 3.404 1.905
C -1.676 2.836 2.976
C -1.398 3.225 4.276
C -0.430 4.192 4.516
C 0.261 4.760 3.456
C -0.012 4.363 2.155
C -3.109 3.243 0.038
C -3.995 2.406 -0.633
C -5.321 2.777 -0.807
C -5.780 3.984 -0.301
C -4.910 4.815 0.391
C -3.584 4.445 0.562
C -0.422 3.803 -0.895
C -0.633 5.175 -1.021
C 0.150 5.928 -1.881
C 1.153 5.317 -2.625
C 1.356 3.950 -2.519
C 0.564 3.197 -1.664
H -2.421 2.070 2.792
H -1.929 2.769 5.101
H -0.209 4.495 5.532
H 1.026 5.503 3.642
H 0.557 4.785 1.337
H -3.636 1.462 -1.020
H -5.996 2.120 -1.341
H -6.815 4.273 -0.434
H -5.265 5.749 0.808
H -2.925 5.085 1.136
H -1.406 5.666 -0.444
H -0.018 6.994 -1.970
H 1.767 5.907 -3.293
H 2.123 3.465 -3.110
H 0.689 2.123 -1.601
Te -1.769 -0.122 -2.575
C -1.456 1.488 -3.838
C -2.185 2.642 -3.961
C -1.620 3.560 -4.883
C -0.475 3.091 -5.456
S -0.064 1.549 -4.849
H -3.092 2.827 -3.401
H -2.051 4.524 -5.115
H 0.137 3.578 -6.199
*
```

Output
Highest occupied orbital energy (alpha / beta) = -7.04 / -7.53 eV
LUMO energy (alpha / beta) = 0.15 / -1.09 eV
Gap between HOMO and LUMO (alpha / beta) = 7.20 / 6.44 eV

Results of the Mulliken charge analysis, in e, for atoms 1 through 5: number 1, Ir, carries 2.292; number 2, F, carries -0.155; number 3, C, carries 0.665; number 4, F, carries -0.330; number 5, F, carries -0.253

Tell me which of them is the most stable. Sure, it is a).